[1]
24
Properties=species:S:1:pos:R:3:mulliken_charge:R:1 method="wB97M-V/def2-TZVPD" de_lowest_kj_mol=0.0 smiles=CC(C)(C)[Si](C)(C)S gap_ev=9.5 homo_energy_ev=-8.81 largest_force_ev_per_a=5.3
H -0.715 -1.884 2.078 0.48
C -0.092 -1.726 1.224 -1.83
C 0.035 2.106 -1.747 -1.13
S -1.845 -0.956 -1.907 -0.32
H -0.988 2.489 -1.791 0.30
C 1.512 -0.952 -1.852 -1.20
H 0.807 1.605 1.537 0.40
H 1.892 0.418 0.783 0.37
H 1.568 -1.863 -1.444 0.45
H 1.391 -0.985 -3.023 0.27
Si -0.046 -0.024 -1.096 0.48
H -2.278 0.399 0.785 0.31
C -1.504 0.302 1.471 -1.43
H 2.404 -0.432 -1.600 0.36
C -0.207 -0.269 0.903 1.85
H -2.475 -0.175 -0.991 0.04
H 0.902 -2.034 1.583 0.36
H 0.641 2.149 -2.597 0.37
H -0.414 -2.485 0.503 0.34
H -2.052 -0.156 2.411 0.26
H 0.529 2.566 -0.854 0.31
H 1.184 0.084 2.409 0.50
H -1.252 1.280 1.806 0.37
C 1.003 0.541 1.409 -1.91

***

[2]
12
Properties=species:S:1:pos:R:3:mulliken_charge:R:1 method="wB97M-V/def2-TZVPD" de_lowest_kj_mol=345.9 smiles=C#CC[C@@H]1CS1 gap_ev=9.5 homo_energy_ev=-8.93 largest_force_ev_per_a=11.5
H -3.119 2.925 0.059 0.42
C -1.311 1.614 0.388 -0.34
H 0.029 0.394 1.603 0.32
H 0.509 1.706 0.452 0.20
H 0.253 0.269 -1.391 0.43
C -0.159 0.907 0.593 -0.08
S 1.652 -1.279 -0.217 -0.16
C -2.250 2.506 0.386 -0.40
H -0.505 -2.262 -1.199 0.34
C 0.089 -0.103 -0.403 -0.29
H -0.713 -2.252 0.554 0.21
C -0.185 -1.645 -0.397 -0.63